[1]
{"formula": "C4H14NO", "method": "the ωB97M-V functional and the def2-TZVPD basis", "symbols": ["C", "C", "N", "C", "C", "H", "H", "H", "H", "H", "H", "H", "H", "H", "H", "H", "H", "H", "H", "O"], "xyz": [[1.53100, -1.17412, -0.61311], [0.02800, -0.98744, -0.64431], [-0.34355, 0.45526, -0.33042], [-1.36706, 1.02048, -1.21886], [-0.83225, -1.90467, 0.20662], [1.93141, -0.77469, 0.32680], [1.80404, -2.22858, -0.61148], [1.94113, -0.65299, -1.45861], [-0.29339, -1.11223, -1.67388], [0.46525, 1.09033, -0.29480], [-0.63557, 0.53750, 0.64530], [-1.21132, 0.82711, -2.27039], [-1.50234, 2.09224, -1.08131], [-2.34345, 0.59906, -1.01527], [-0.55417, -1.77570, 1.25839], [-1.89534, -1.71777, 0.07617], [-0.60339, -2.92899, -0.08299], [1.40750, 2.77895, 2.27159], [0.21913, 2.02388, 2.74713], [0.84953, 2.03107, 2.01636]], "forces_ev_per_angstrom": [[-0.385, 0.084, 1.227], [-0.539, -0.283, -0.620], [0.662, 0.608, 0.343], [-1.468, 0.632, -0.297], [0.778, 0.156, 0.345], [0.105, 0.066, -0.180], [-0.110, 0.044, -0.327], [0.554, 0.088, -0.284], [-0.052, 0.032, -0.189], [0.141, -0.374, -0.398], [-0.282, -0.235, 0.004], [0.716, -0.115, -0.090], [0.428, -0.004, 0.179], [-0.046, -0.383, 0.350], [-0.169, -0.172, -0.004], [-0.050, -0.015, -0.027], [-0.169, -0.028, 0.084], [0.171, -0.129, -0.330], [-0.075, -0.189, -0.012], [-0.209, 0.218, 0.225]], "lowdin_charge": [-0.0222, -0.3775, 0.0228, -0.0048, -0.0271, 0.0963, 0.1009, 0.0869, 0.1367, 0.1612, 0.1550, 0.1070, 0.1115, 0.1046, 0.0981, 0.0878, 0.1002, 0.0621, 0.0529, -0.0522], "total_charge": 1, "e_above_lowest_kj_mol": 42.39, "total_energy_ha": -290.5591, "gap_ev": 12.8}

***

[2]
{"formula": "C9H22N2Si2", "method": "the ωB97M-V functional and the def2-TZVPD basis", "symbols": ["C", "C", "C", "C", "C", "C", "C", "C", "C", "N", "N", "Si", "Si", "H", "H", "H", "H", "H", "H", "H", "H", "H", "H", "H", "H", "H", "H", "H", "H", "H", "H", "H", "H", "H", "H"], "xyz": [[6.00204, -4.83540, 3.49356], [5.87051, -3.49589, 3.79191], [3.87396, -4.46966, 3.90012], [2.60065, -0.51293, 6.81158], [-7.70648, 3.67460, -6.29002], [4.32845, -0.29058, 3.22374], [-6.53493, 4.41520, -9.77269], [3.10313, -1.72366, 6.03697], [-7.39418, 2.71015, -7.36884], [4.78162, -5.38003, 3.58478], [4.55580, -3.31937, 4.05748], [3.99199, -1.51635, 4.40433], [-7.79334, 3.40712, -8.97934], [6.76646, -5.35185, 3.02847], [6.45327, -2.70543, 3.58064], [2.88740, -4.63034, 4.02578], [3.44151, 0.19803, 6.89834], [1.73562, 0.01986, 6.21742], [2.31763, -0.84597, 7.93691], [-7.51308, 3.07835, -5.39130], [-7.13346, 4.62937, -6.38387], [-8.78503, 3.92264, -6.25129], [3.83614, 0.63959, 3.55189], [4.38899, -0.54145, 2.13135], [7.08579, 1.43682, 6.31597], [-7.07244, 4.85775, -10.64614], [-6.10936, 5.31666, -9.37863], [-5.70918, 3.93830, -10.25505], [2.21382, -2.38321, 5.78133], [3.96198, -2.26168, 6.58963], [-7.93496, 1.73287, -7.32412], [-6.38253, 2.51404, -7.47360], [4.45496, -6.39281, 3.30842], [6.48247, 0.99179, 6.60650], [-9.06522, 3.17347, -9.76220]], "forces_ev_per_angstrom": [[0.175, 1.725, -0.023], [-1.715, -4.201, -0.466], [3.851, 1.640, 0.247], [-0.908, 0.625, 1.080], [-0.845, 0.868, 1.379], [-1.337, -1.605, 0.267], [-1.303, 1.401, -2.064], [0.704, -0.964, -0.064], [-2.386, -1.597, -1.983], [-2.424, -3.669, -0.921], [-1.937, 2.061, 0.240], [-0.440, -0.043, -0.975], [-0.072, 0.057, -0.662], [1.589, -0.918, -0.358], [2.310, 2.422, -0.130], [-3.008, -0.406, 0.448], [-0.568, -0.053, 0.153], [1.546, -1.087, 1.560], [0.278, 0.943, -2.839], [0.210, 0.970, 0.326], [-0.283, -0.899, 0.474], [0.496, -0.024, -0.025], [0.579, -0.165, -0.453], [0.434, 0.568, 1.276], [-1.420, -1.050, 0.670], [0.152, -0.342, 0.233], [0.151, 0.300, 1.208], [0.624, -1.011, -0.070], [1.297, 0.174, 0.478], [-1.748, 0.302, -0.332], [0.347, 0.661, 0.480], [2.273, -0.513, 0.156], [1.355, 2.644, 0.837], [1.412, 1.042, -0.670], [0.612, 0.144, 0.522]], "lowdin_charge": [-0.0221, -0.0479, -0.0641, -0.1795, -0.1431, -0.1893, -0.1886, -0.3858, -0.3857, 0.0903, -0.0771, 0.7998, 1.0518, 0.1179, 0.0897, 0.1210, 0.0537, 0.1135, 0.1301, 0.0984, 0.1032, 0.0920, -0.0129, 0.0079, 0.0204, 0.0613, 0.0568, 0.0547, 0.0918, 0.0985, 0.1143, 0.0649, 0.2492, -0.0052, 0.0199], "total_charge": 2, "e_above_lowest_kj_mol": 263.68, "total_energy_ha": -1043.9171, "gap_ev": 6.1}

***

[3]
{"formula": "H2IPS", "method": "the ωB97M-V functional and the def2-TZVPD basis", "symbols": ["S", "P", "I", "H", "H"], "xyz": [[0.30178, -1.07346, -0.09188], [-0.29429, 1.23809, -0.36199], [0.40401, 1.37220, -2.76286], [-0.51278, -1.77448, -0.76112], [0.99891, 1.31293, 0.07243]], "forces_ev_per_angstrom": [[1.305, 2.955, 1.469], [-0.130, -2.883, -1.163], [-0.267, 0.218, 0.597], [-1.918, -0.834, -1.370], [1.009, 0.545, 0.467]], "lowdin_charge": [0.2045, 0.1665, 0.1861, -0.3095, -0.2476], "e_above_lowest_kj_mol": 0.00, "total_energy_ha": -1038.4178, "smiles": "SPI", "gap_ev": 8.6}